i | 10 unconnected molecules or ions with the total composition C20H60O10S10. Source: the Open Molecules 2025 dataset; level of theory: ωB97M-V/def2-TZVPD.

XYZ file:
```
100
Properties=species:S:1:pos:R:3:mulliken_charge:R:1
C -4.2997 0.2171 2.7981 -0.18
S -2.9299 1.0480 3.7643 0.21
O -1.9224 -0.0884 3.7406 -0.51
C -2.3022 2.2621 2.5787 -0.76
H -4.4362 -0.7968 3.1742 0.32
H -3.9682 0.3247 1.7653 -0.44
H -5.1735 0.8067 3.0755 0.49
H -2.3783 2.0473 1.5128 0.12
H -1.2998 2.6893 2.5502 0.26
H -2.9029 3.1602 2.7227 0.50
C 3.8869 -3.2425 3.3310 -0.94
S 2.8451 -1.7536 3.2434 0.53
O 2.9839 -1.0020 1.8917 -0.52
C 1.1412 -2.5438 3.2062 -0.75
H 4.9296 -2.9324 3.2617 0.37
H 3.7939 -3.9229 2.4845 0.09
H 3.7991 -3.9082 4.1896 0.40
H 0.8354 -2.5766 2.1605 0.05
H 0.5783 -1.7785 3.7406 0.30
H 1.2182 -3.6122 3.4075 0.52
C -0.3158 -0.2248 0.6435 0.08
S 0.4435 1.1413 -0.5012 0.72
O 1.4304 1.9069 0.3354 -0.66
C 1.5329 0.0522 -1.5054 -1.06
H 0.5218 -0.4621 1.2994 -0.34
H -0.6170 -1.0552 0.0049 0.02
H -1.0213 0.0117 1.4400 0.07
H 1.0079 -0.8889 -1.6690 0.29
H 2.5610 -0.0236 -1.1515 0.31
H 1.5860 0.5498 -2.4737 0.45
C 4.0208 -3.2630 -1.8239 -1.07
S 2.4774 -3.5405 -0.8041 0.80
O 1.2883 -3.6377 -1.7494 -0.70
C 2.6414 -5.3107 -0.2443 -1.06
H 4.8791 -3.6414 -1.2686 0.32
H 4.1653 -2.3172 -2.3462 0.32
H 3.9269 -4.0109 -2.6113 0.38
H 2.5518 -6.0598 -1.0310 0.36
H 2.0081 -5.4421 0.6331 0.29
H 3.6721 -5.3070 0.1103 0.33
C 6.4773 1.9895 -4.9149 -0.86
S 6.0053 3.7318 -5.2485 0.49
O 5.8488 3.8515 -6.7480 -0.63
C 4.2924 3.5285 -4.5360 -0.76
H 7.1810 1.4416 -5.5415 0.37
H 5.5894 1.3573 -4.9187 0.24
H 7.0003 2.0095 -3.9587 0.32
H 4.4611 3.9808 -3.5588 0.24
H 3.9164 2.5094 -4.4451 0.23
H 3.5955 4.1578 -5.0896 0.37
C -2.6642 1.6850 -3.3292 -0.83
S -3.2921 3.3889 -2.8492 0.50
O -2.0855 4.2920 -2.9481 -0.57
C -4.1472 3.6822 -4.5206 -1.02
H -3.2708 1.0283 -3.9529 0.46
H -2.2895 1.2025 -2.4265 -0.01
H -1.8668 1.8637 -4.0505 0.45
H -3.7256 3.1969 -5.4009 0.32
H -4.0918 4.7444 -4.7591 0.36
H -5.1989 3.4651 -4.3339 0.33
C -3.3069 -2.2407 -0.2363 -0.59
S -4.7208 -1.1249 -0.5850 0.52
O -4.1367 0.2796 -0.6236 -0.60
C -5.3322 -1.5963 -2.3205 -0.97
H -2.8748 -1.7916 0.6579 0.08
H -2.5440 -2.1081 -1.0035 0.44
H -3.6664 -3.2668 -0.1584 0.11
H -5.8392 -0.6683 -2.5845 0.33
H -6.1089 -2.3547 -2.4183 0.37
H -4.4332 -1.8634 -2.8761 0.26
C 2.8100 4.9909 -0.2613 -0.52
S 1.3000 6.0700 -0.2866 0.53
O 1.8012 7.3714 -0.8527 -0.67
C 0.5511 5.0940 -1.6722 -0.58
H 3.2460 5.4116 0.6449 0.36
H 3.4707 5.2053 -1.1012 0.24
H 2.5277 3.9447 -0.1435 0.04
H 1.3530 4.5407 -2.1610 0.09
H 0.1750 5.7451 -2.4613 0.43
H -0.0683 4.2834 -1.2882 0.16
C -3.9826 -7.0534 2.6117 -0.93
S -4.0080 -5.2144 2.9574 0.43
O -2.5839 -4.6155 2.6357 -0.51
C -5.0733 -4.7704 1.5647 -0.94
H -3.3887 -7.2818 1.7267 0.31
H -4.9911 -7.3369 2.3106 0.34
H -3.5176 -7.5823 3.4436 0.32
H -4.4742 -4.9816 0.6790 0.31
H -5.4075 -3.7349 1.5013 0.26
H -5.9604 -5.3744 1.3742 0.46
C 0.4205 2.5788 5.4537 -0.72
S 1.7626 3.1584 4.2275 0.56
O 3.0772 3.3259 4.9079 -0.67
C 2.0619 1.5750 3.3045 -0.65
H 0.1790 3.4970 5.9890 0.37
H 0.6656 1.9396 6.3019 0.36
H -0.4546 2.1714 4.9474 -0.01
H 2.6111 1.7711 2.3836 0.34
H 1.1170 1.0325 3.2734 -0.01
H 2.8498 0.9929 3.7824 0.45
```

Results
- E_LUMO: -0.003 Eh
- HOMO level: -0.299 Eh
- Kohn-Sham gap: 8.06 eV



ii | 10 unconnected molecules or ions with the total composition C20H60O10S10. Source: the Open Molecules 2025 dataset; level of theory: ωB97M-V/def2-TZVPD.

XYZ file:
```
100
Properties=species:S:1:pos:R:3:mulliken_charge:R:1
C -3.3213 -1.8029 -4.1658 -0.29
S -2.6320 -1.3809 -5.7560 0.39
O -2.3339 -2.6849 -6.3805 -0.63
C -1.1651 -0.6875 -5.1007 -0.46
H -3.4296 -0.8728 -3.5277 0.06
H -2.5901 -2.5400 -3.6887 -0.11
H -4.2585 -2.2456 -4.3770 0.48
H -0.8078 -0.0301 -5.9152 0.43
H -0.4292 -1.4957 -4.8829 0.12
H -1.1927 0.0069 -4.2761 0.08
C 3.9407 4.2677 0.4860 -1.32
S 2.6510 2.9635 0.7955 0.76
O 2.7840 2.0583 -0.4043 -0.73
C 3.6349 2.3276 2.2477 -0.78
H 3.7182 4.6416 -0.4881 0.40
H 4.8789 3.7517 0.5012 0.39
H 3.7808 4.9994 1.2484 0.42
H 3.7461 3.2605 2.7963 0.42
H 4.6348 2.0503 1.8718 0.41
H 2.9836 1.5791 2.7333 -0.06
C -0.3550 -4.3536 -2.8119 -0.69
S 1.3014 -4.9267 -2.2389 0.57
O 1.2859 -4.7437 -0.7412 -0.53
C 0.9198 -6.6603 -2.4451 -1.09
H -0.7583 -4.8654 -3.7404 0.52
H -0.2248 -3.2728 -3.0338 -0.22
H -1.2107 -4.4276 -2.1448 0.44
H 0.8067 -6.8203 -3.5229 0.40
H 0.0264 -6.8473 -1.8871 0.29
H 1.7637 -7.2255 -1.9766 0.34
C 3.7691 -4.0334 1.2398 -0.62
S 3.3372 -5.0239 2.6804 0.33
O 2.2507 -4.3466 3.4912 -0.54
C 2.4372 -6.4019 1.9150 -0.73
H 2.8934 -3.5781 0.9169 -0.20
H 4.4152 -4.6501 0.5908 0.52
H 4.4532 -3.3733 1.7442 0.46
H 1.3826 -6.1395 1.7081 0.21
H 2.6522 -7.3064 2.5166 0.38
H 2.9377 -6.6127 0.9619 0.21
C 0.5483 -1.7446 3.6516 -0.66
S 0.9762 -0.1420 4.2380 0.36
O 1.0551 0.8071 3.0542 -0.53
C -0.5860 0.1358 5.0057 -0.78
H 0.5885 -2.4688 4.5015 0.41
H 1.3278 -1.9912 2.9052 0.04
H -0.3375 -1.6652 2.9922 0.29
H -0.6228 -0.4530 5.9183 0.46
H -1.3912 -0.0737 4.2759 0.18
H -0.6135 1.2150 5.2833 0.20
C -0.1495 1.1835 -0.5711 0.07
S -1.4829 -0.0235 -0.6844 0.45
O -2.1037 0.2529 -1.9935 -0.58
C -0.5044 -1.4925 -1.0740 -0.73
H -0.6901 2.0949 -0.7056 0.03
H 0.6026 1.0704 -1.4195 0.22
H 0.3082 1.1851 0.3756 -0.22
H 0.0450 -1.2139 -1.9817 -0.10
H -1.2024 -2.2568 -1.1337 0.40
H 0.2451 -1.8633 -0.3787 0.35
C -2.4740 3.7066 -2.9321 -0.66
S -3.1104 4.3112 -1.4082 0.37
O -2.4581 3.6107 -0.2392 -0.42
C -2.5532 5.9947 -1.4718 -0.97
H -2.9532 4.1146 -3.8034 0.48
H -2.5389 2.6184 -2.9335 0.01
H -1.3709 3.8726 -2.9284 0.25
H -3.0306 6.6586 -0.7450 0.32
H -2.8075 6.2083 -2.5215 0.41
H -1.4979 5.9625 -1.4308 0.26
C -6.1536 -0.4103 2.6111 -0.89
S -5.2897 0.8410 3.6067 0.36
O -4.0331 0.4009 4.2481 -0.51
C -4.9270 1.7611 2.1319 -0.73
H -5.4973 -1.1254 1.9913 0.25
H -6.6815 0.1125 1.8418 0.32
H -6.9172 -0.9032 3.1966 0.37
H -4.2671 1.0761 1.5098 0.17
H -4.3860 2.7075 2.3182 0.28
H -5.8657 1.9740 1.5264 0.37
C -0.4515 4.0771 4.1842 -0.74
S -0.1282 5.6851 3.4105 0.39
O 1.3131 6.1091 3.4439 -0.63
C -0.4549 5.1165 1.7001 -0.71
H -0.1106 4.0819 5.2839 0.39
H 0.0549 3.2181 3.6103 0.02
H -1.5169 3.9465 4.2863 0.45
H 0.2281 4.4073 1.2549 0.10
H -0.5047 5.9635 1.0545 0.50
H -1.4623 4.7584 1.7140 0.23
C 4.0361 -1.5180 -1.4292 -0.44
S 3.5540 -1.2380 -3.1383 0.24
O 2.0607 -1.5746 -3.2470 -0.52
C 3.7545 0.5658 -3.1255 -0.46
H 5.0874 -1.3040 -1.3187 0.50
H 3.7296 -2.5586 -1.1851 -0.09
H 3.5272 -0.9013 -0.7338 0.13
H 4.7528 0.7712 -3.4097 0.50
H 3.5144 0.9339 -2.1676 -0.18
H 3.1392 0.8541 -3.9549 0.35
```

Results
- E_LUMO: 0.012 Eh
- HOMO level: -0.313 Eh
- Kohn-Sham gap: 8.83 eV



Verdict on stability: i comes out at the bottom.



i | 2 unconnected molecules or ions with the total composition C2H3ClO2S. Source: the Open Molecules 2025 dataset; level of theory: ωB97M-V/def2-TZVPD.

XYZ file:
```
9
Properties=species:S:1:pos:R:3:mulliken_charge:R:1
C -0.8723 0.5866 0.6281 0.55
C -0.1766 -0.8590 -1.0674 -0.72
O -2.0051 0.7527 0.6823 -0.27
O 0.0382 -0.0869 0.1920 -0.15
S 0.9649 1.7136 2.3575 -0.21
Cl 2.5686 1.2437 1.3935 -0.13
H 0.3233 -1.8478 -1.1473 0.26
H 0.3511 -0.4745 -1.8842 0.31
H -1.1922 -1.0284 -1.1545 0.36
```

Results
- E_LUMO (alpha / beta): -0.030 / -0.034 Eh
- HOMO level (alpha / beta): -0.292 / -0.291 Eh
- Kohn-Sham gap (alpha / beta): 7.12 / 6.99 eV



ii | A molecular structure, C2H3ClO2S. Source: the Open Molecules 2025 dataset; level of theory: ωB97M-V/def2-TZVPD.

XYZ file:
```
9
Properties=species:S:1:pos:R:3:mulliken_charge:R:1
C 0.2983 -0.5929 0.3970 -0.55
C -0.6609 0.1549 -0.0141 0.10
O -3.8640 2.1625 -1.0829 -0.36
O -3.8508 -0.0177 -2.2482 -0.39
S -4.3556 0.8076 -1.1333 0.67
Cl -2.2787 -0.0654 0.5184 -0.19
H 1.4508 -0.6147 0.0897 0.20
H 0.2312 -1.4277 1.0250 0.26
H -0.7432 1.0646 -0.7103 0.27
```

Results
- E_LUMO: -0.036 Eh
- HOMO level: -0.378 Eh
- Kohn-Sham gap: 9.32 eV



Verdict on stability: i comes out at the bottom.



i | A gas-phase ion, C5H12N2O (charge +1). Source: the Open Molecules 2025 dataset; level of theory: ωB97M-V/def2-TZVPD.

XYZ file:
```
20
Properties=species:S:1:pos:R:3:mulliken_charge:R:1
N 1.6754 -2.2933 0.4192 -0.50
C 1.0663 -1.0393 0.6804 -0.54
C 0.2231 -0.5620 -0.4821 0.76
N -0.2571 0.7758 -0.5179 0.24
C -0.0212 1.7277 0.5590 -0.62
C -0.9305 1.4667 1.7828 -0.86
C -1.4089 1.0559 -1.3820 -0.87
O 0.0260 -1.2822 -1.4263 -0.50
H 1.4658 -3.0271 1.0804 0.24
H 1.5316 -2.6075 -0.5271 0.28
H 1.8455 -0.3226 1.0049 0.28
H 0.4646 -1.0317 1.5905 0.30
H -0.2818 2.6828 0.1049 0.38
H 1.0064 1.7586 0.8558 0.39
H -0.8187 0.4286 2.0748 0.26
H -0.6421 2.0655 2.6259 0.34
H -1.9558 1.6669 1.5207 0.34
H -1.5852 0.1724 -1.9875 0.38
H -2.3001 1.3126 -0.8010 0.31
H -1.0624 1.8824 -1.9738 0.38
```

Results
- E_LUMO (alpha / beta): -0.116 / -0.310 Eh
- Multiplicity: 2
- HOMO level (alpha / beta): -0.510 / -0.489 Eh
- Kohn-Sham gap (alpha / beta): 10.70 / 4.87 eV
- ⟨S²⟩: 0.763
- Charge: +1



ii | A gas-phase ion, C5H12N2O (charge +1). Source: the Open Molecules 2025 dataset; level of theory: ωB97M-V/def2-TZVPD.

XYZ file:
```
20
Properties=species:S:1:pos:R:3:mulliken_charge:R:1
O -2.2603 -0.9299 1.8174 -0.40
C -1.1652 -1.1128 1.3572 0.43
N -0.7298 -0.1531 0.3900 0.10
C 0.4034 -0.3179 -0.4789 -0.46
C 0.3562 0.5133 -1.7522 -0.88
C 0.8019 1.9808 -1.4821 -0.45
N 2.2794 2.0461 -1.3558 -0.56
C -0.2584 -2.1797 1.8842 -0.89
H -1.4623 0.5260 0.1702 0.37
H 0.5416 -1.3743 -0.7281 0.47
H 1.2764 -0.0190 0.1435 0.41
H 1.0380 0.0277 -2.4660 0.37
H -0.6096 0.6669 -2.2294 0.37
H 0.5478 2.6981 -2.2506 0.39
H 0.3779 2.2672 -0.5131 0.23
H 2.6938 1.1279 -1.4508 0.22
H 2.6861 2.5650 -2.1251 0.29
H -0.1403 -1.9918 2.9654 0.34
H 0.7706 -2.3830 1.5690 0.34
H -0.8459 -3.0983 1.8031 0.33
```

Results
- E_LUMO (alpha / beta): -0.125 / -0.324 Eh
- Multiplicity: 2
- HOMO level (alpha / beta): -0.494 / -0.479 Eh
- Kohn-Sham gap (alpha / beta): 10.03 / 4.21 eV
- ⟨S²⟩: 0.768
- Charge: +1



Verdict on stability: ii comes out at the bottom.



i | CHF3O in the gas phase. Source: the Open Molecules 2025 dataset; level of theory: ωB97M-V/def2-TZVPD.

XYZ file:
```
6
Properties=species:S:1:pos:R:3:mulliken_charge:R:1
C 0.2173 0.1037 0.0086 0.80
O -0.8501 -0.4208 0.5248 -0.41
F 1.2845 -1.0655 -0.3163 -0.35
F 0.9369 0.8199 0.8472 -0.19
F 0.0790 0.7499 -1.1204 -0.21
H -1.6676 -0.1871 0.0561 0.36
```

Results
- E_LUMO: 0.010 Eh
- HOMO level: -0.483 Eh
- Kohn-Sham gap: 13.42 eV
- SMILES: OC(F)(F)F



ii | CHF3O in the gas phase. Source: the Open Molecules 2025 dataset; level of theory: ωB97M-V/def2-TZVPD.

XYZ file:
```
6
Properties=species:S:1:pos:R:3:mulliken_charge:R:1
C 0.0041 0.0804 0.2754 0.80
O 0.2247 0.2488 -0.9991 -0.44
F -1.0008 0.8908 0.6294 -0.22
F 1.0831 0.4238 0.9579 -0.22
F -0.2717 -1.2012 0.7034 -0.24
H -0.0394 -0.4427 -1.5670 0.33
```

Results
- E_LUMO: 0.022 Eh
- HOMO level: -0.486 Eh
- Kohn-Sham gap: 13.82 eV
- SMILES: OC(F)(F)F



Verdict on stability: i comes out at the bottom.